(1)
C33H31ClN2P2ReS2 | wB97M-V/def2-TZVPD

Last column: Löwdin spin population.
Atoms and positions in Å:
Re (-0.587601, 0.910758, 0.014073)  1.406
C (-0.166131, 5.262385, 1.843495)  -0.007
C (-0.020994, 4.012816, 1.048816)  -0.099
S (-0.823079, 2.606851, 1.678442)  -0.144
C (0.716939, 3.958791, -0.094057)  -0.127
C (1.461524, 5.127620, -0.633167)  -0.014
S (0.903890, 2.478432, -0.997783)  -0.122
H (-0.817961, 5.107372, 2.699659)  0.000
H (-0.578013, 6.055468, 1.219056)  -0.005
H (0.806007, 5.604321, 2.203067)  -0.002
H (0.789139, 5.956203, -0.857926)  -0.005
H (1.995897, 4.850997, -1.537795)  -0.001
H (2.179820, 5.482409, 0.107508)  -0.006
N (0.606493, -1.770518, 0.686548)  0.006
P (1.299271, -0.246946, 1.042169)  0.015
C (1.580272, -0.343365, 2.821332)  0.002
C (2.802342, -0.731083, 3.361943)  0.000
C (2.918132, -0.874079, 4.734456)  0.000
C (1.829088, -0.629447, 5.557306)  0.001
C (0.609557, -0.249880, 5.014008)  0.000
C (0.484309, -0.104978, 3.646276)  0.002
C (2.879729, -0.157130, 0.178924)  -0.002
C (3.760573, 0.867124, 0.526025)  -0.002
C (4.933770, 1.028654, -0.187392)  0.000
C (5.226871, 0.173014, -1.240610)  0.000
C (4.349389, -0.843762, -1.589450)  0.000
C (3.166155, -1.002197, -0.890314)  0.000
P (-0.742172, -1.504986, -0.326158)  0.023
C (-0.263937, -2.081152, -1.969531)  0.003
C (0.203424, -1.144316, -2.889631)  0.005
C (0.646306, -1.569152, -4.128477)  0.000
C (0.631916, -2.921468, -4.440652)  0.000
C (0.187346, -3.852681, -3.512786)  0.000
C (-0.263690, -3.438138, -2.272923)  0.000
C (-2.079858, -2.519889, 0.326411)  0.004
C (-2.198457, -2.697198, 1.705151)  0.003
C (-3.299976, -3.360932, 2.212094)  0.000
C (-4.291568, -3.817709, 1.355689)  0.002
C (-4.182375, -3.627479, -0.014361)  0.000
C (-3.083637, -2.969536, -0.533898)  0.001
H (1.092265, -2.651906, 0.816664)  0.000
H (3.649740, -0.910653, 2.715911)  0.000
H (3.864109, -1.172436, 5.160849)  0.000
H (1.938019, -0.726146, 6.625926)  0.000
H (-0.231660, -0.061944, 5.661245)  0.000
H (-0.454426, 0.206054, 3.198801)  0.003
H (3.515361, 1.520721, 1.352362)  0.000
H (5.625859, 1.813361, 0.081463)  0.000
H (6.143513, 0.296169, -1.795728)  0.000
H (4.585173, -1.504158, -2.411265)  0.000
H (2.471609, -1.780883, -1.175026)  0.000
H (0.231669, -0.087071, -2.622894)  0.004
H (1.003354, -0.853470, -4.852226)  0.000
H (0.977418, -3.253284, -5.408129)  0.000
H (0.192649, -4.903792, -3.755327)  0.000
H (-0.607327, -4.153930, -1.539223)  0.000
H (-1.426256, -2.326594, 2.366606)  0.000
H (-3.394713, -3.513524, 3.275890)  0.000
H (-5.155207, -4.322965, 1.757453)  0.000
H (-4.954239, -3.984359, -0.677735)  0.000
H (-2.989306, -2.815332, -1.600519)  0.000
Cl (-5.517074, -0.562479, -2.313617)  -0.002
C (-4.367486, 0.691596, -2.135328)  -0.002
C (-4.468154, 1.886810, -2.842452)  0.012
C (-3.493280, 2.845499, -2.630808)  -0.001
C (-2.448941, 2.586597, -1.761528)  0.013
N (-2.336063, 1.427605, -1.103118)  0.016
C (-3.290684, 0.511800, -1.274473)  0.015
H (-5.279985, 2.060512, -3.529141)  0.001
H (-3.535773, 3.790154, -3.144857)  0.000
H (-1.685340, 3.335586, -1.591525)  0.000
H (-3.223534, -0.412733, -0.713790)  0.002

Atoms 1-2, force components in eV/Å:
0.59 2.91 1.29
0.05 0.18 0.12

Calculated values
**Multiplicity**: 2
**E_LUMO (spin up / spin down)**: -7.7 / -7.2 eV
**Maximum force**: 3.2 eV/A
**Highest occupied orbital energy (spin up / spin down)**: -14.06 / -13.69 eV
**Frontier orbital gap (spin up / spin down)**: 6.34 / 6.49 eV
**Net charge**: +2

***

(2)
C34H60F7NO10 | wB97M-V/def2-TZVPD

Last column: Löwdin charge in e.
Atoms and positions in Å:
O (-0.438670, 1.391726, -0.195737)  0.132
C (0.316493, 0.787649, -0.895145)  -0.358
N (1.654988, 1.236837, -1.182920)  0.060
C (2.487002, 0.003633, -1.069948)  -0.180
C (1.513380, -1.193437, -0.918452)  -0.068
C (0.178158, -0.621567, -1.454482)  -0.104
C (-0.991197, -1.493915, -1.064188)  -0.405
F (-1.103060, -1.591406, 0.275526)  0.141
F (-0.728082, -2.749036, -1.531076)  0.118
C (-2.384217, -1.183630, -1.671662)  -0.342
F (-2.238569, -1.155049, -3.014402)  0.144
F (-3.198831, -2.206876, -1.362481)  0.149
C (-3.140376, 0.114032, -1.280047)  -0.538
F (-3.109785, 0.330152, 0.030081)  0.177
F (-4.423168, -0.022968, -1.654378)  0.162
F (-2.638328, 1.164390, -1.929875)  0.172
H (1.644764, 1.502697, -2.166544)  0.095
H (3.106583, -0.110386, -1.952352)  -0.015
H (3.119697, 0.096779, -0.190473)  0.106
H (1.845416, -2.070715, -1.462963)  0.118
H (1.389183, -1.421351, 0.140888)  0.123
H (0.249458, -0.621407, -2.543990)  0.173
C (-4.154542, -7.759752, -1.749921)  -0.028
C (-3.046269, -6.893908, -1.197293)  -0.505
O (-2.190000, -7.345495, -0.475339)  0.074
C (-3.065661, -5.437867, -1.595996)  -0.029
H (-4.036102, -8.780923, -1.396773)  0.080
H (-5.124704, -7.371885, -1.433892)  0.083
H (-4.132979, -7.743204, -2.841164)  0.083
H (-4.000234, -4.973226, -1.276436)  0.083
H (-3.006010, -5.348100, -2.682566)  0.089
H (-2.226693, -4.918428, -1.141352)  0.069
C (1.888231, 2.234514, 4.679397)  -0.011
C (1.061899, 1.537627, 3.634855)  -0.486
O (1.143360, 0.339669, 3.454949)  0.037
C (0.141935, 2.385542, 2.797875)  -0.023
H (2.493338, 1.508001, 5.217856)  0.085
H (2.528692, 2.954901, 4.169956)  0.062
H (1.252157, 2.776042, 5.382216)  0.089
H (0.697157, 3.193935, 2.319619)  0.078
H (-0.635345, 2.824719, 3.429281)  0.088
H (-0.293869, 1.747395, 2.036759)  0.047
C (0.537733, -1.885501, 5.855899)  -0.024
C (1.125406, -1.851279, 7.240950)  -0.498
O (1.816739, -0.935120, 7.626500)  0.052
C (0.801311, -3.021232, 8.141647)  -0.028
H (0.827221, -0.995779, 5.303476)  0.055
H (0.886876, -2.773793, 5.324634)  0.096
H (-0.552365, -1.936877, 5.919258)  0.045
H (1.151360, -3.949814, 7.686827)  0.081
H (-0.280011, -3.103309, 8.265275)  0.083
H (1.274277, -2.886361, 9.111411)  0.076
C (-7.260141, -0.982601, -5.280514)  -0.025
C (-6.149383, -0.149124, -5.875446)  -0.505
O (-6.147399, 0.167589, -7.040765)  0.071
C (-5.043734, 0.263329, -4.934053)  -0.026
H (-7.994503, -1.219503, -6.046092)  0.080
H (-6.852003, -1.905141, -4.863418)  0.083
H (-7.740477, -0.437933, -4.465592)  0.084
H (-4.566862, -0.621390, -4.508428)  0.075
H (-5.453287, 0.848008, -4.108758)  0.082
H (-4.304913, 0.854229, -5.469997)  0.085
C (-2.001396, -0.484834, 3.306412)  -0.002
C (-2.785425, -0.988827, 4.491197)  -0.464
O (-2.263647, -1.575194, 5.410938)  0.051
C (-4.273555, -0.724478, 4.470959)  -0.019
H (-0.943152, -0.709023, 3.424989)  0.066
H (-2.372704, -0.946749, 2.391419)  0.075
H (-2.130284, 0.595137, 3.208857)  0.083
H (-4.720570, -1.183003, 3.586821)  0.084
H (-4.460997, 0.349551, 4.414771)  0.083
H (-4.734772, -1.130439, 5.367785)  0.080
C (4.862778, 2.277429, 0.767262)  0.002
C (4.300014, 3.381273, 1.630113)  -0.477
O (3.132558, 3.393256, 1.939525)  0.071
C (5.256005, 4.460744, 2.076115)  -0.016
H (4.082889, 1.558170, 0.528310)  0.057
H (5.268886, 2.697680, -0.155535)  0.072
H (5.681843, 1.777239, 1.287451)  0.094
H (5.696039, 4.953685, 1.207063)  0.084
H (6.071385, 4.020894, 2.653295)  0.087
H (4.730088, 5.193111, 2.683331)  0.084
C (5.450478, 2.257551, -3.273066)  -0.008
C (4.067371, 1.966408, -2.740002)  -0.394
O (3.724967, 0.843941, -2.447341)  -0.013
C (3.135044, 3.143098, -2.587726)  0.008
H (6.027417, 1.337649, -3.328477)  0.056
H (5.380989, 2.709167, -4.264257)  0.100
H (5.960861, 2.971832, -2.623863)  0.087
H (2.978409, 3.625517, -3.554453)  0.098
H (3.573297, 3.886336, -1.918187)  0.098
H (2.184289, 2.809773, -2.178780)  0.053
C (-3.475834, 5.503353, 1.584334)  -0.025
C (-2.487921, 5.006494, 0.553580)  -0.501
O (-1.534466, 5.669783, 0.221660)  0.071
C (-2.758747, 3.643648, -0.034360)  -0.033
H (-3.180182, 6.489080, 1.934644)  0.080
H (-4.476492, 5.551727, 1.150749)  0.083
H (-3.515222, 4.810670, 2.427362)  0.081
H (-3.731580, 3.648549, -0.531950)  0.090
H (-2.782501, 2.890382, 0.754736)  0.077
H (-1.981378, 3.385514, -0.745601)  0.064
C (5.208760, -3.028357, -4.370418)  -0.016
C (4.920972, -1.552166, -4.264980)  -0.466
O (3.899607, -1.137092, -3.766235)  0.081
C (5.968506, -0.610326, -4.801999)  -0.014
H (4.385061, -3.599486, -3.949766)  0.083
H (5.352016, -3.306193, -5.416158)  0.086
H (6.130946, -3.266696, -3.837578)  0.087
H (6.131777, -0.799717, -5.864641)  0.093
H (6.916592, -0.778273, -4.287793)  0.097
H (5.649938, 0.418104, -4.650734)  0.037

Atoms 1-2, force components in eV/Å:
-0.52 -0.05 -0.24
0.51 0.10 0.12

Calculated values
**E_LUMO**: 0.2 eV
**Maximum force**: 9.5 eV/A
**Highest occupied orbital energy**: -8.61 eV
**Frontier orbital gap**: 8.84 eV
**Net charge**: 0

***

(3)
C16H18N3O9W | wB97M-V/def2-TZVPD

Last column: Löwdin spin population.
Atoms and positions in Å:
W (1.565068, 1.227621, -0.690143)  1.605
O (-3.715493, 1.186481, -3.636840)  0.024
C (-2.500375, 1.265295, -3.125741)  0.034
C (-1.428791, 0.450027, -3.534510)  -0.004
C (-0.210227, 0.591075, -2.905706)  0.028
N (0.008553, 1.501595, -1.928830)  -0.004
C (-1.035689, 2.260055, -1.507373)  0.025
C (-2.283892, 2.176597, -2.073132)  -0.007
C (-0.669411, 3.044210, -0.254953)  0.008
O (-1.390579, 3.836901, 0.284861)  0.032
O (0.535783, 2.676883, 0.146709)  0.035
C (1.004092, -0.305682, -3.092959)  0.008
O (1.142866, -1.093104, -3.988424)  0.033
O (1.857206, -0.081264, -2.110841)  0.034
H (-3.797341, 0.510629, -4.325198)  0.000
H (-1.543561, -0.319926, -4.283024)  -0.001
H (-3.104656, 2.757177, -1.680304)  -0.001
C (0.200247, -3.583382, 0.272628)  0.000
C (-0.916647, -3.170758, 1.226828)  0.000
C (-0.660585, -1.771764, 1.844283)  0.000
C (-1.838500, -1.349400, 2.753010)  0.000
C (-1.665268, 0.058900, 3.311509)  0.000
C (0.563846, -1.919119, 2.726924)  0.000
O (0.617675, -2.610799, 3.697641)  0.001
N (1.721574, -1.208525, 2.337080)  0.004
C (1.735870, -0.360650, 1.302775)  0.012
O (2.757680, 0.310676, 0.925214)  0.015
N (0.653938, -0.132722, 0.555488)  0.017
C (-0.550638, -0.793478, 0.695313)  0.008
O (-1.414680, -0.561037, -0.118019)  0.011
H (-0.035327, -4.549964, -0.165319)  0.000
H (1.151601, -3.672062, 0.795350)  0.000
H (0.314097, -2.863463, -0.538978)  0.000
H (-0.994974, -3.892124, 2.041412)  0.000
H (-1.867240, -3.134545, 0.695208)  0.000
H (-1.893945, -2.065814, 3.573323)  0.000
H (-2.758078, -1.406008, 2.172164)  0.000
H (-0.768133, 0.132790, 3.924315)  0.000
H (-2.521010, 0.302413, 3.936200)  0.000
H (-1.606916, 0.800851, 2.515661)  0.000
H (2.557122, -1.349819, 2.897256)  0.000
C (3.851682, 2.937417, -0.413788)  0.019
O (3.121986, 2.594419, -1.607849)  0.049
H (4.501662, 3.800217, -0.590161)  0.003
H (4.449165, 2.079707, -0.066363)  0.001
H (3.098001, 3.229343, 0.339723)  0.005
H (3.762243, 2.464132, -2.332421)  0.002

Atoms 1-2, force components in eV/Å:
1.70 -0.88 1.62
-0.23 0.05 -0.06

Calculated values
**Multiplicity**: 3
**E_LUMO (spin up / spin down)**: -4.5 / -4.6 eV
**Maximum force**: 2.5 eV/A
**Highest occupied orbital energy (spin up / spin down)**: -11.69 / -13.63 eV
**Frontier orbital gap (spin up / spin down)**: 7.24 / 9.03 eV
**Net charge**: +1

***

(4)
C2H3FN2O | wB97M-V/def2-TZVPD

Last column: Löwdin charge in e.
Atoms and positions in Å:
C (-0.701460, 0.924704, -0.438250)  -0.189
C (-1.112469, -0.837749, 0.308440)  -0.244
N (-1.743185, 0.239087, 0.019141)  0.146
N (0.466036, 0.327537, -0.350992)  0.068
O (0.174473, -0.872293, 0.269033)  0.047
F (3.188081, -0.018607, 0.143043)  -0.189
H (-0.859085, 1.966812, -0.728069)  0.137
H (2.166631, 0.024134, 0.095817)  0.073
H (-1.579022, -1.753625, 0.681837)  0.151

Atoms 1-2, force components in eV/Å:
1.62 2.41 -0.36
-2.88 -3.62 2.78

Calculated values
**E_LUMO**: 0.4 eV
**Maximum force**: 5.4 eV/A
**Highest occupied orbital energy**: -11.78 eV
**Frontier orbital gap**: 12.20 eV
**Net charge**: 0

***

Which of these has the highest net charge? C33H31ClN2P2ReS2

***

Which of these has the highest maximum force? C34H60F7NO10

***

Look up the net charge of the first one. +2